This record from the OMol25 dataset describes a gas-phase ion, C9H21N2O2Si (charge +1). The level of theory is ωB97M-V/def2-TZVPD.

Computed properties:
Kohn-Sham gap (spin up / spin down) = 8.51 / 8.50 eV
ΔE to the lowest compared entry with this formula, charge and spin = 0.00 kcal per mole
HOMO (spin up / spin down) = -12.89 / -12.89 eV
DFT total energy = -904.63825 Ha

Structure (ORCA input):
```
! RIJCOSX wB97M-V def2-TZVPD def2/J DEFGRID3
* xyz 1 1
C 0.612 0.500 2.242
H -1.565 0.323 2.435
C 0.811 -0.905 2.974
H -2.069 1.613 -1.883
H 3.540 0.048 -1.592
C -2.208 0.849 -1.045
C 0.465 -1.008 -0.779
H -1.355 -1.440 -2.695
N 0.760 0.240 0.841
Si -1.430 -0.904 -1.339
H 1.478 1.111 2.603
H 0.458 2.792 -2.265
H 1.914 -1.238 2.701
H 0.096 -1.571 2.581
H -3.317 -1.863 0.028
H -3.311 0.785 -0.976
O 0.773 0.713 -2.378
C -2.271 -2.103 -0.210
H 0.690 -0.587 4.056
O 2.886 1.172 0.063
H 2.799 -1.491 -1.539
C 1.137 2.050 -2.637
C 1.385 0.007 -1.313
H -1.830 -2.259 0.821
H -0.795 1.604 3.471
N 2.688 -0.524 -1.888
H 0.863 -1.875 -0.385
H 1.233 2.116 -3.722
C 1.778 0.723 0.078
H -1.016 1.902 1.714
C -0.775 1.054 2.475
H 2.243 2.311 -2.360
H -2.171 -3.189 -0.568
H -1.743 1.191 -0.196
H 2.572 -0.499 -2.892
*
```

=====

This record from the OMol25 dataset describes 2 unconnected molecules or ions with the total composition C9H21N3OS. The level of theory is ωB97M-V/def2-TZVPD.

Computed properties:
Kohn-Sham gap (spin up / spin down) = 9.51 / 4.75 eV
ΔE to the lowest compared entry with this formula, charge and spin = 124.93 kcal per mole
HOMO (spin up / spin down) = -8.74 / -6.64 eV
DFT total energy = -992.90092 Ha

Structure (ORCA input):
```
! RIJCOSX wB97M-V def2-TZVPD def2/J DEFGRID3
* xyz 0 1
C 2.395 -0.147 0.320
H -0.928 2.408 1.616
C -0.227 2.827 0.977
C 0.161 0.740 -0.186
H 4.375 -2.975 -0.339
H 1.046 -0.772 -1.506
S 3.240 1.541 0.497
H 2.826 -2.997 -1.128
C 1.403 0.084 -0.775
N -3.739 0.356 1.968
C 3.388 -2.684 -0.255
H -3.835 0.256 0.955
H 4.381 -0.759 0.394
C -1.099 1.472 -2.110
H 2.834 -3.004 0.529
N -2.214 -0.137 -0.661
H -0.434 1.299 -2.932
H -4.081 -0.474 2.429
H -2.763 -1.360 1.185
H 2.019 -0.349 1.240
H -0.185 0.186 0.836
H 1.744 0.767 -1.555
C 0.487 2.192 0.030
H 3.686 -0.652 -1.282
H 0.033 3.832 1.212
H -2.429 -2.055 -0.478
O -3.358 0.220 -1.026
C 3.459 -1.154 -0.244
H -1.962 1.528 -2.706
C -2.121 -1.269 0.275
H -1.029 -1.439 0.625
H -4.473 1.024 2.192
N -1.079 0.559 -1.022
H 1.200 2.467 -0.683
H -1.025 2.474 -1.866
*
```

=====

This record from the OMol25 dataset describes 2 unconnected molecules or ions with the total composition C9H21N3S. The level of theory is ωB97M-V/def2-TZVPD.

Computed properties:
Kohn-Sham gap (spin up / spin down) = 8.35 / 8.35 eV
ΔE to the lowest compared entry with this formula, charge and spin = 22.65 kcal per mole
HOMO (spin up / spin down) = -7.56 / -7.56 eV
DFT total energy = -917.79985 Ha

Structure (ORCA input):
```
! RIJCOSX wB97M-V def2-TZVPD def2/J DEFGRID3
* xyz 0 1
N 0.004 2.315 -2.827
H 1.098 -0.517 1.867
C -1.944 -2.429 5.020
H 1.732 0.725 -3.698
C -1.637 -2.049 3.541
H -1.521 -2.985 3.001
C 0.102 -0.899 1.990
H 4.109 1.292 -0.986
H 0.019 -1.872 1.515
H -1.788 0.037 1.341
S 1.695 0.319 -0.333
H 1.407 0.657 -6.535
C 2.246 1.870 -0.712
H -0.558 -0.204 3.909
N 3.486 2.091 -0.899
H -0.402 1.504 -0.456
H -2.273 -1.411 5.458
H 1.487 2.648 -0.910
C -0.675 0.246 1.312
H 1.082 -0.808 -5.765
H -2.521 -1.470 3.236
H -1.085 -2.927 5.505
C -0.289 -1.173 3.415
N -0.099 1.743 -3.980
H -0.824 1.918 -4.625
H -0.734 2.950 -2.767
H 0.583 -1.383 3.903
C 0.829 0.260 -5.797
H -0.561 -0.347 -0.706
H -0.249 0.313 -6.135
C 0.887 0.959 -4.469
H -0.519 1.170 1.831
C -0.123 0.479 -0.161
H -2.967 -3.021 4.916
*
```